<i>
{"formula": "C3H9N3", "method": "ωB97M-V/def2-TZVPD", "symbols": ["C", "C", "C", "N", "N", "N", "H", "H", "H", "H", "H", "H", "H", "H", "H"], "xyz": [[-2.07, 0.53, 0.52], [1.72, 0.02, -2.03], [0.41, -0.36, 1.33], [-1.13, 0.38, -0.60], [1.68, -0.41, -0.63], [0.36, -0.12, -0.12], [-1.59, 1.10, 1.31], [-2.81, 1.05, -0.01], [-2.32, -0.41, 0.90], [2.10, -0.75, -2.64], [0.71, 0.47, -2.45], [2.48, 0.76, -2.18], [-0.11, 0.35, 1.91], [0.00, -1.38, 1.39], [1.45, -0.25, 1.62]], "total_charge": 0, "gap_ev": [8.05, 9.30]}

---

<ii>
{"formula": "C3H9N3", "method": "ωB97M-V/def2-TZVPD", "symbols": ["C", "C", "N", "C", "N", "N", "H", "H", "H", "H", "H", "H", "H", "H", "H"], "xyz": [[-1.68, 0.23, -0.53], [-0.59, -0.21, 0.33], [-0.77, -0.62, 1.62], [0.65, 0.16, -0.24], [1.14, -0.55, -1.37], [1.70, 0.46, 0.65], [-2.09, 1.21, -0.29], [-2.46, -0.52, -0.73], [-0.69, 0.76, -1.25], [-1.69, -0.59, 2.02], [0.07, -0.94, 2.10], [1.91, -0.13, -1.87], [0.41, -1.03, -1.88], [2.60, 0.53, 0.18], [1.48, 1.24, 1.25]], "total_charge": 0, "smiles": "CC(N)=C(N)N", "gap_ev": 7.05}

---

Quick ranking, most stable first: <ii>, <i>.

---

<i>
{"formula": "H5NOSSi", "method": "ωB97M-V/def2-TZVPD", "symbols": ["N", "O", "Si", "S", "H", "H", "H", "H", "H"], "xyz": [[-2.28, -0.93, -0.19], [0.71, 1.19, 0.55], [0.61, -0.12, -0.28], [2.36, -1.20, 0.28], [-2.48, -0.51, 0.74], [-2.32, -0.17, -0.83], [0.26, 2.02, 0.67], [0.12, -0.23, -1.63], [3.02, -0.05, 0.69]], "total_charge": 0, "gap_ev": [7.19, 7.19]}

---

<ii>
{"formula": "H5NOSSi", "method": "ωB97M-V/def2-TZVPD", "symbols": ["N", "Si", "O", "S", "H", "H", "H", "H", "H"], "xyz": [[0.80, -0.45, -1.17], [0.47, 0.27, 0.54], [-0.76, 1.40, 0.34], [-0.52, -1.24, 1.75], [1.07, -1.52, -1.27], [0.09, -0.36, -1.93], [1.78, 0.71, 0.88], [-0.39, 2.13, -0.04], [-1.69, -0.51, 1.86]], "total_charge": 0, "smiles": "N[Si@@H](O)S", "gap_ev": 9.78}

---

Quick ranking, most stable first: <ii>, <i>.

---

<i>
{"formula": "C4H10N3O", "method": "ωB97M-V/def2-TZVPD", "symbols": ["C", "C", "C", "C", "N", "N", "N", "O", "H", "H", "H", "H", "H", "H", "H", "H", "H", "H"], "xyz": [[-1.09, -0.53, 0.60], [-0.01, -1.62, 0.97], [0.88, 0.15, -0.55], [-1.37, 1.28, -1.06], [2.08, 1.51, 0.39], [-0.46, 0.41, -0.29], [1.24, -0.92, 0.37], [2.63, 2.23, -0.33], [-1.93, -1.05, 0.18], [-1.46, -0.04, 1.52], [0.01, -1.55, 2.06], [-0.31, -2.63, 0.66], [1.23, 0.09, -1.66], [-1.78, 2.21, -0.61], [-0.90, 1.77, -1.91], [-2.18, 0.66, -1.45], [1.54, -0.36, 1.15], [1.89, -1.61, -0.06]], "total_charge": 1, "gap_ev": [7.59, 7.59]}

---

<ii>
{"formula": "C4H10N3O", "method": "ωB97M-V/def2-TZVPD", "symbols": ["C", "C", "C", "C", "N", "N", "N", "O", "H", "H", "H", "H", "H", "H", "H", "H", "H", "H"], "xyz": [[-1.95, -0.30, 0.53], [0.34, -1.52, 1.17], [2.16, 0.08, -2.36], [-0.62, -0.27, 1.21], [0.16, 0.72, 0.50], [0.76, 1.23, -0.27], [0.74, 0.37, -2.01], [-0.17, 0.54, -2.75], [-1.82, -0.20, -0.58], [-2.43, -1.31, 0.75], [-2.45, 0.67, 0.87], [1.41, -1.23, 1.53], [0.47, -1.91, 0.14], [0.09, -2.37, 1.80], [2.17, -0.34, -3.32], [2.52, -0.62, -1.62], [2.77, 1.08, -2.25], [-0.61, 0.04, 2.29]], "total_charge": 1, "gap_ev": [8.31, 8.31]}

---

Quick ranking, most stable first: <i>, <ii>.

---

<i>
{"formula": "C2H4N2S3", "method": "ωB97M-V/def2-TZVPD", "symbols": ["C", "C", "N", "N", "S", "S", "S", "H", "H", "H", "H"], "xyz": [[-0.95, 0.86, -1.23], [0.25, 0.26, 1.03], [-0.54, -0.25, -1.45], [-0.19, -0.89, 0.44], [-0.71, 1.70, 0.32], [2.01, 0.51, 0.84], [0.55, -2.29, 0.36], [-1.57, 1.46, -1.97], [-0.02, 0.25, 2.13], [1.72, 1.25, -0.26], [-0.55, -2.87, -0.20]], "total_charge": 0, "gap_ev": [7.76, 7.70]}

---

<ii>
{"formula": "C2H4N2S3", "method": "ωB97M-V/def2-TZVPD", "symbols": ["C", "N", "N", "S", "H", "H", "S", "C", "S", "H", "H"], "xyz": [[2.15, 0.81, -0.05], [1.94, -0.41, -0.18], [1.05, -1.27, -0.10], [0.62, -2.61, 0.40], [1.36, 1.33, 0.38], [2.81, 1.41, -0.59], [-0.94, 1.06, 1.14], [-2.13, 0.72, 0.11], [-2.52, -0.85, -0.60], [-2.68, 1.48, -0.49], [-1.66, -1.67, -0.02]], "total_charge": 0, "smiles": "C=NN=S.S=CS", "gap_ev": 7.02}

---

<iii>
{"formula": "C2H4N2S3", "method": "ωB97M-V/def2-TZVPD", "symbols": ["C", "C", "H", "H", "H", "H", "N", "N", "S", "S", "S"], "xyz": [[1.54, -0.71, 0.06], [-2.09, 0.21, 0.29], [1.86, 2.65, -0.57], [2.21, -1.30, 0.60], [-0.02, -2.13, -0.08], [-1.83, 0.19, 1.32], [2.06, 0.48, 0.29], [0.23, -1.24, -0.34], [0.82, 1.65, -0.59], [-1.27, -0.59, -0.91], [-3.52, 0.78, -0.08]], "total_charge": 0, "gap_ev": 8.56}

---

Quick ranking, most stable first: <iii>, <i>, <ii>.

---

<i>
{"formula": "C4H10", "method": "ωB97M-V/def2-TZVPD", "symbols": ["C", "C", "C", "C", "H", "H", "H", "H", "H", "H", "H", "H", "H", "H"], "xyz": [[-0.90, -1.21, 0.37], [0.04, -0.25, 0.45], [-0.33, 1.18, 0.73], [1.47, -0.52, 0.08], [-0.66, -2.23, 0.08], [-1.95, -0.99, 0.57], [0.00, 1.54, 1.72], [0.15, 1.83, -0.01], [-1.41, 1.33, 0.66], [1.71, -1.59, 0.09], [2.16, 0.00, 0.75], [1.67, -0.14, -0.94], [-1.01, 0.26, -2.02], [-0.95, 0.79, -2.55]], "total_charge": 0, "smiles": "C=C(C)C.[H][H]", "gap_ev": 10.52}

---

<ii>
{"formula": "C4H10", "method": "ωB97M-V/def2-TZVPD", "symbols": ["C", "C", "H", "H", "H", "H", "C", "C", "H", "H", "H", "H", "H", "H"], "xyz": [[-1.85, -0.23, 1.07], [-2.00, 0.87, 1.87], [-2.26, -1.26, 1.44], [-1.41, -0.08, 0.01], [-2.77, 0.70, 2.57], [-1.13, 1.60, 2.23], [1.79, 0.44, -1.03], [0.98, -0.84, -1.33], [2.72, 0.25, -0.30], [1.25, 1.31, -0.56], [2.19, 1.01, -1.90], [0.81, -1.49, -0.41], [0.02, -0.66, -1.78], [1.65, -1.63, -1.88]], "total_charge": 0, "smiles": "C=C.CC", "gap_ev": 10.30}

---

<iii>
{"formula": "C4H10", "method": "ωB97M-V/def2-TZVPD", "symbols": ["C", "C", "C", "C", "H", "H", "H", "H", "H", "H", "H", "H", "H", "H"], "xyz": [[0.08, 2.04, 0.50], [0.08, -1.47, -1.30], [-0.49, 0.69, 0.85], [0.50, -1.37, 0.09], [0.06, 2.18, -0.54], [-0.79, 2.64, 0.97], [1.05, 2.33, 0.92], [-0.04, -2.54, -1.43], [0.79, -1.17, -1.96], [-0.83, -1.10, -1.54], [-0.52, 0.45, 1.96], [-1.52, 0.54, 0.53], [1.56, -1.13, 0.17], [0.06, -2.10, 0.76]], "total_charge": 0, "gap_ev": 9.07}

---

Quick ranking, most stable first: <i>, <ii>, <iii>.

---

<i>
{"formula": "C3H10NS2", "method": "ωB97M-V/def2-TZVPD", "symbols": ["C", "C", "C", "N", "S", "S", "H", "H", "H", "H", "H", "H", "H", "H", "H", "H"], "xyz": [[-0.78, -0.14, 0.80], [-1.31, 1.50, -0.93], [0.67, -0.31, 0.80], [1.14, -0.95, -0.48], [-0.23, 1.23, -2.25], [1.28, -1.39, 2.21], [-1.38, -0.95, 0.43], [-1.19, 0.41, 1.62], [-1.21, 2.41, -0.37], [-2.30, 1.12, -1.09], [1.22, 0.62, 0.94], [0.82, -0.34, -1.29], [0.71, -1.88, -0.58], [2.16, -1.06, -0.48], [0.69, 2.16, -1.95], [0.20, -2.17, 2.26]], "total_charge": 1, "gap_ev": [8.14, 8.14]}

---

<ii>
{"formula": "C3H10NS2", "method": "ωB97M-V/def2-TZVPD", "symbols": ["C", "S", "S", "H", "H", "H", "H", "C", "C", "N", "H", "H", "H", "H", "H", "H"], "xyz": [[1.41, 1.46, 0.85], [0.10, 2.12, -0.23], [1.12, 2.18, -2.06], [1.95, 0.62, 0.43], [0.92, 1.18, 1.78], [2.15, 2.24, 1.00], [1.84, 3.29, -1.79], [-1.36, -1.89, 0.24], [-0.21, -2.10, 0.83], [-1.54, -0.77, -0.70], [-2.22, -2.53, 0.34], [-0.04, -2.95, 1.47], [0.66, -1.45, 0.72], [-0.97, 0.09, -0.47], [-1.29, -1.04, -1.66], [-2.51, -0.45, -0.75]], "total_charge": 1, "gap_ev": 9.51}

---

Quick ranking, most stable first: <ii>, <i>.